(1)
{
  "formula": "C40H52AgN4O4SSi2",
  "method": "the ωB97M-V functional and the def2-TZVPD basis",
  "symbols": ["Ag", "C", "C", "C", "C", "O", "Si", "S", "O", "C", "C", "C", "C", "O", "C", "C", "C", "C", "H", "H", "H", "H", "H", "H", "H", "H", "H", "H", "H", "H", "H", "H", "H", "H", "H", "H", "H", "H", "H", "H", "H", "H", "H", "H", "H", "O", "N", "C", "C", "C", "C", "C", "H", "H", "H", "H", "H", "C", "C", "N", "C", "C", "C", "C", "C", "C", "C", "C", "N", "C", "N", "H", "H", "H", "H", "H", "H", "H", "H", "H", "C", "C", "C", "C", "C", "C", "Si", "C", "C", "C", "C", "C", "C", "H", "H", "H", "H", "H", "H", "H", "H", "H", "H", "H"],
  "xyz": [[-0.16, 0.68, -0.64], [-3.36, 2.12, 2.84], [-3.13, 1.76, 1.37], [-4.41, 1.18, 0.77], [-2.71, 2.98, 0.57], [-2.03, 0.84, 1.27], [-1.76, -0.70, 1.85], [-0.12, -1.50, 0.97], [-1.78, -0.64, 3.52], [-0.71, -0.38, 4.45], [-1.40, 0.07, 5.74], [0.21, 0.73, 3.95], [0.07, -1.67, 4.69], [-3.20, -1.48, 1.54], [-3.74, -2.67, 2.13], [-4.63, -3.30, 1.06], [-2.66, -3.66, 2.54], [-4.59, -2.27, 3.34], [-4.16, 2.87, 2.93], [-2.44, 2.54, 3.26], [-3.63, 1.24, 3.42], [-5.20, 1.95, 0.80], [-4.75, 0.31, 1.32], [-4.23, 0.91, -0.27], [-3.52, 3.72, 0.55], [-2.48, 2.69, -0.45], [-1.83, 3.44, 1.01], [-1.97, 0.98, 5.55], [-0.66, 0.27, 6.52], [-2.08, -0.71, 6.09], [-0.37, 1.62, 3.70], [0.74, 0.42, 3.05], [0.94, 1.00, 4.71], [-0.59, -2.45, 5.07], [0.87, -1.50, 5.42], [0.51, -2.00, 3.75], [-4.01, -3.67, 0.24], [-5.32, -2.55, 0.66], [-5.20, -4.13, 1.46], [-2.01, -3.89, 1.69], [-3.12, -4.58, 2.92], [-2.03, -3.24, 3.32], [-5.38, -1.58, 3.03], [-3.96, -1.76, 4.07], [-5.05, -3.14, 3.80], [-2.49, 0.75, -1.91], [-2.84, -0.28, -2.58], [-2.96, -0.21, -3.92], [-3.35, -1.31, -4.66], [-3.61, -2.51, -4.02], [-3.45, -2.57, -2.64], [-3.06, -1.46, -1.93], [-2.69, 0.75, -4.34], [-3.41, -1.21, -5.73], [-3.91, -3.38, -4.59], [-3.61, -3.49, -2.10], [-2.89, -1.43, -0.87], [1.90, 3.62, 2.96], [1.07, 3.26, 1.91], [1.50, 2.53, 0.87], [2.77, 2.19, 0.82], [3.73, 2.53, 1.81], [3.23, 3.24, 2.91], [5.11, 2.10, 1.79], [5.98, 1.86, 0.73], [5.95, 2.26, -0.62], [7.01, 1.89, -1.51], [6.99, 2.35, -2.79], [6.00, 3.14, -3.29], [5.05, 3.41, -2.39], [4.95, 3.05, -1.13], [1.51, 4.19, 3.80], [0.02, 3.54, 1.92], [3.07, 1.59, -0.02], [3.91, 3.50, 3.72], [5.52, 1.93, 2.78], [6.91, 1.37, 1.02], [7.82, 1.26, -1.16], [7.79, 2.09, -3.48], [4.23, 4.03, -2.76], [-0.55, -1.26, -6.52], [-0.37, -2.05, -5.39], [0.18, -1.50, -4.24], [0.61, -0.17, -4.18], [0.42, 0.60, -5.33], [-0.16, 0.07, -6.48], [1.37, 0.55, -2.56], [2.82, -0.67, -2.26], [2.59, -1.90, -1.64], [3.63, -2.80, -1.42], [4.93, -2.47, -1.78], [5.18, -1.23, -2.36], [4.13, -0.35, -2.60], [-0.99, -1.68, -7.42], [-0.67, -3.09, -5.40], [0.30, -2.14, -3.36], [0.75, 1.63, -5.33], [-0.29, 0.70, -7.36], [2.10, 1.74, -3.12], [1.60, -2.15, -1.29], [3.42, -3.75, -0.94], [5.74, -3.16, -1.59], [6.19, -0.95, -2.62], [4.35, 0.62, -3.04]],
  "s2": 0.781,
  "homo_lumo_gap_ev": [3.65, 5.42],
  "multiplicity": 2,
  "total_energy_ev": -87069.00989,
  "lumo_energy_ev": [4.0, 4.0],
  "charge": -2,
  "e_homo_ev": [0.4, -1.4]
}

---

(2)
{
  "formula": "C40H52B2O9",
  "method": "the ωB97M-V functional and the def2-TZVPD basis",
  "symbols": ["C", "C", "C", "C", "C", "C", "C", "C", "C", "C", "C", "C", "C", "C", "C", "B", "B", "C", "O", "H", "H", "H", "H", "H", "H", "H", "H", "H", "H", "H", "H", "H", "H", "H", "H", "H", "H", "H", "H", "H", "H", "H", "H", "H", "H", "H", "H", "H", "H", "H", "H", "H", "H", "H", "H", "O", "C", "C", "C", "C", "O", "C", "C", "H", "H", "H", "H", "O", "C", "C", "C", "C", "O", "C", "C", "H", "H", "H", "H", "O", "C", "C", "C", "C", "O", "C", "C", "H", "H", "H", "H", "O", "C", "C", "C", "C", "O", "C", "C", "H", "H", "H", "H"],
  "xyz": [[3.03, -1.55, 5.06], [2.26, -2.62, 4.23], [0.86, -2.12, 3.70], [1.05, -1.72, 2.21], [-0.27, -1.57, 1.38], [-1.43, -0.78, 2.06], [-1.02, 0.53, 2.82], [0.09, 1.40, 2.14], [1.25, 1.61, 3.21], [2.63, 1.81, 2.51], [3.62, 2.75, 3.31], [5.01, 2.00, 3.41], [5.72, 1.85, 2.01], [5.58, 0.43, 1.36], [4.95, 0.57, -0.08], [5.33, -0.67, -1.04], [4.11, -1.59, -1.70], [3.31, -2.60, -0.72], [3.72, -1.51, -3.08], [2.78, -0.50, 4.78], [4.13, -1.64, 4.92], [2.86, -1.66, 6.15], [2.17, -3.54, 4.83], [2.91, -2.88, 3.36], [0.18, -2.99, 3.78], [0.49, -1.31, 4.35], [1.66, -0.81, 2.06], [1.62, -2.55, 1.73], [-0.65, -2.60, 1.20], [-0.04, -1.17, 0.37], [-2.02, -1.40, 2.77], [-2.14, -0.50, 1.26], [-1.94, 1.16, 2.87], [-0.78, 0.32, 3.89], [-0.27, 2.41, 1.90], [0.52, 0.97, 1.22], [1.31, 0.65, 3.76], [0.99, 2.39, 3.95], [2.49, 2.15, 1.46], [3.11, 0.81, 2.44], [3.18, 2.88, 4.32], [3.71, 3.71, 2.78], [5.64, 2.57, 4.11], [4.77, 1.02, 3.89], [5.22, 2.58, 1.33], [6.78, 2.10, 2.16], [6.54, -0.11, 1.28], [4.90, -0.24, 1.94], [3.84, 0.62, -0.05], [5.31, 1.53, -0.51], [6.46, -0.94, -1.34], [3.88, -3.56, -0.70], [3.23, -2.14, 0.28], [2.32, -2.85, -1.15], [2.79, -1.27, -3.03], [0.57, 1.45, -2.66], [0.70, 1.40, -3.86], [-0.43, 1.69, -4.77], [-0.29, 1.64, -6.09], [1.01, 1.28, -6.71], [1.15, 1.23, -7.91], [2.14, 0.99, -5.80], [2.00, 1.04, -4.47], [-1.37, 1.95, -4.30], [-1.10, 1.85, -6.77], [3.09, 0.73, -6.26], [2.81, 0.83, -3.79], [-5.97, -1.78, 0.56], [-5.58, -1.15, -0.41], [-6.30, 0.05, -0.88], [-5.88, 0.73, -1.95], [-4.67, 0.31, -2.69], [-4.28, 0.93, -3.66], [-3.94, -0.89, -2.21], [-4.37, -1.57, -1.15], [-7.18, 0.33, -0.32], [-6.39, 1.61, -2.31], [-3.06, -1.17, -2.77], [-3.85, -2.45, -0.78], [-1.64, -2.74, -3.42], [-1.53, -2.77, -4.63], [-2.68, -2.48, -5.52], [-2.56, -2.52, -6.84], [-1.26, -2.86, -7.49], [-1.15, -2.90, -8.69], [-0.11, -3.15, -6.60], [-0.24, -3.11, -5.27], [-3.61, -2.24, -5.03], [-3.38, -2.31, -7.51], [0.82, -3.40, -7.09], [0.59, -3.32, -4.61], [-7.12, 2.41, 1.35], [-6.52, 2.58, 2.39], [-5.99, 1.44, 3.17], [-5.34, 1.62, 4.31], [-5.11, 2.98, 4.86], [-4.52, 3.14, 5.90], [-5.64, 4.12, 4.09], [-6.30, 3.94, 2.94], [-6.16, 0.45, 2.75], [-4.94, 0.79, 4.89], [-5.47, 5.11, 4.50], [-6.69, 4.76, 2.36]],
  "homo_lumo_gap_ev": 7.56,
  "total_energy_ev": -62098.25943,
  "lumo_energy_ev": -1.8,
  "e_homo_ev": -9.4,
  "smiles": "CCCCCCCCCCCCCCCBB(C)O.O=C1C=CC(=O)C=C1.O=C1C=CC(=O)C=C1.O=C1C=CC(=O)C=C1.O=C1C=CC(=O)C=C1"
}

---

(3)
{
  "formula": "C40H52BaF5N4O3Si2Te",
  "method": "the ωB97M-V functional and the def2-TZVPD basis",
  "symbols": ["Ba", "O", "C", "C", "C", "C", "N", "C", "C", "C", "C", "C", "C", "O", "C", "C", "N", "H", "H", "H", "H", "H", "H", "H", "H", "H", "H", "H", "H", "C", "C", "C", "C", "C", "C", "C", "N", "C", "C", "C", "C", "C", "C", "C", "N", "C", "C", "C", "C", "H", "H", "H", "H", "H", "H", "H", "H", "H", "H", "H", "H", "H", "H", "H", "H", "H", "H", "H", "H", "H", "H", "H", "H", "C", "Si", "C", "C", "C", "C", "C", "C", "C", "Si", "C", "C", "H", "H", "H", "H", "H", "H", "H", "H", "H", "H", "H", "H", "H", "H", "H", "H", "F", "Te", "F", "F", "F", "F", "O"],
  "xyz": [[0.37, 0.00, -0.21], [7.85, 2.17, 0.66], [7.45, 0.87, 0.24], [5.95, 0.77, 0.18], [5.35, -0.51, 0.21], [3.98, -0.58, 0.11], [3.18, 0.48, -0.01], [3.74, 1.73, -0.02], [5.15, 1.87, 0.07], [2.86, 2.85, -0.10], [3.34, 4.18, -0.26], [2.49, 5.25, -0.32], [3.01, 6.65, -0.49], [4.09, 6.96, 0.38], [1.10, 5.00, -0.24], [0.69, 3.69, -0.13], [1.50, 2.63, -0.05], [8.79, 2.26, 0.50], [7.83, 0.11, 0.92], [7.85, 0.65, -0.76], [5.95, -1.41, 0.32], [3.48, -1.54, 0.14], [5.61, 2.84, 0.08], [4.41, 4.37, -0.34], [2.18, 7.36, -0.33], [3.39, 6.81, -1.50], [3.94, 6.48, 1.20], [0.37, 5.80, -0.29], [-0.37, 3.47, -0.09], [-0.95, -1.29, 7.31], [0.45, -1.60, 6.78], [1.47, -0.70, 7.49], [0.79, -3.05, 7.12], [0.49, -1.32, 5.28], [0.22, -0.01, 4.81], [0.26, 0.21, 3.45], [0.53, -0.71, 2.53], [0.82, -1.98, 2.95], [0.79, -2.28, 4.35], [1.13, -2.97, 1.97], [1.45, -4.32, 2.32], [1.73, -5.26, 1.37], [1.71, -4.85, 0.01], [1.39, -3.54, -0.26], [1.11, -2.61, 0.65], [2.05, -6.71, 1.71], [0.99, -7.62, 1.06], [3.43, -7.07, 1.15], [2.05, -6.98, 3.21], [-1.00, -1.48, 8.39], [-1.70, -1.92, 6.82], [-1.23, -0.25, 7.14], [1.46, -0.89, 8.57], [1.25, 0.36, 7.34], [2.48, -0.89, 7.12], [0.75, -3.20, 8.20], [1.79, -3.32, 6.78], [0.07, -3.74, 6.66], [-0.01, 0.81, 5.48], [0.07, 1.21, 3.08], [1.01, -3.28, 4.68], [1.46, -4.61, 3.36], [1.92, -5.53, -0.80], [1.35, -3.20, -1.30], [0.97, -7.50, -0.03], [0.00, -7.38, 1.44], [1.20, -8.67, 1.28], [3.47, -6.95, 0.07], [3.68, -8.11, 1.39], [4.20, -6.43, 1.59], [1.07, -6.78, 3.65], [2.79, -6.37, 3.72], [2.29, -8.03, 3.39], [-3.42, 3.23, -1.23], [-2.86, 1.59, -0.55], [-2.35, 1.75, 1.26], [-4.37, 0.35, -0.54], [-5.56, 1.04, -0.79], [-6.82, 0.46, -0.75], [-6.93, -0.89, -0.46], [-5.78, -1.61, -0.20], [-4.50, -1.03, -0.23], [-3.17, -2.28, 0.24], [-3.50, -3.04, 1.90], [-2.73, -3.65, -0.93], [-4.08, 3.80, -0.57], [-3.91, 3.09, -2.19], [-2.52, 3.82, -1.41], [-3.03, 2.52, 1.64], [-1.33, 2.07, 1.47], [-2.54, 0.83, 1.81], [-5.52, 2.09, -1.04], [-7.70, 1.05, -0.95], [-7.90, -1.38, -0.43], [-5.88, -2.67, 0.03], [-4.42, -3.63, 1.92], [-3.58, -2.26, 2.66], [-2.66, -3.69, 2.16], [-3.48, -4.44, -0.83], [-1.77, -4.05, -0.59], [-2.64, -3.41, -1.99], [-0.99, 0.32, -4.02], [-2.13, -0.52, -2.80], [-0.30, -1.39, -2.36], [-1.89, -1.30, 0.46], [-2.45, -1.73, -4.28], [-3.43, 0.69, -3.55], [-1.61, 1.11, -1.53]],
  "homo_lumo_gap_ev": [4.49, 4.33],
  "total_energy_ev": -91767.92199,
  "lumo_energy_ev": [2.2, 2.2],
  "charge": -1,
  "e_homo_ev": [-2.3, -2.2]
}

---

(4)
{
  "formula": "C40H53N5O5P2W",
  "method": "the ωB97M-V functional and the def2-TZVPD basis",
  "symbols": ["W", "N", "C", "O", "C", "C", "H", "H", "H", "H", "H", "H", "C", "O", "C", "C", "O", "C", "H", "H", "H", "H", "H", "H", "H", "H", "H", "H", "N", "P", "C", "C", "C", "C", "C", "C", "C", "C", "C", "C", "C", "C", "P", "C", "C", "C", "C", "C", "C", "C", "C", "C", "C", "C", "C", "H", "H", "H", "H", "H", "H", "H", "H", "H", "H", "H", "H", "H", "H", "H", "H", "H", "H", "H", "H", "H", "C", "C", "O", "O", "H", "H", "H", "C", "C", "N", "C", "N", "C", "C", "C", "N", "C", "H", "H", "H", "H", "H", "H", "H", "H", "H", "H", "H", "H", "H"],
  "xyz": [[0.13, -0.42, 0.21], [3.42, -1.07, -2.43], [2.68, -0.84, -1.36], [1.44, -0.63, -1.49], [3.22, -0.82, 0.02], [2.19, -0.10, 0.89], [2.98, -1.10, -3.34], [4.41, -1.21, -2.35], [4.22, -0.39, 0.06], [3.29, -1.87, 0.34], [2.40, 0.98, 0.88], [2.30, -0.45, 1.90], [-1.46, 3.26, 3.26], [-1.53, 2.22, 2.30], [-2.87, 1.82, 2.07], [-3.05, 1.26, 0.68], [-2.54, -0.06, 0.45], [-3.58, -1.05, 0.48], [-1.95, 2.99, 4.20], [-1.93, 4.18, 2.88], [-0.40, 3.46, 3.45], [-3.53, 2.69, 2.14], [-3.19, 1.09, 2.83], [-2.61, 1.92, -0.07], [-4.13, 1.23, 0.50], [-3.96, -1.16, 1.50], [-3.16, -1.99, 0.14], [-4.39, -0.76, -0.19], [-0.73, 1.38, -2.26], [0.21, 2.02, -0.99], [-0.47, 3.73, -1.01], [-0.23, 4.49, -2.16], [-0.82, 5.74, -2.30], [-1.64, 6.24, -1.29], [-1.85, 5.50, -0.14], [-1.27, 4.24, -0.01], [1.86, 2.32, -1.66], [2.20, 2.02, -2.98], [3.46, 2.34, -3.47], [4.39, 2.95, -2.64], [4.06, 3.25, -1.32], [2.80, 2.94, -0.84], [-1.07, -0.27, -2.15], [-0.34, -1.07, -3.62], [0.31, -2.29, -3.55], [0.85, -2.86, -4.70], [0.74, -2.19, -5.92], [0.08, -0.97, -5.99], [-0.47, -0.42, -4.84], [-2.83, -0.41, -2.53], [-3.35, -1.68, -2.81], [-4.69, -1.82, -3.12], [-5.52, -0.71, -3.16], [-5.00, 0.55, -2.90], [-3.66, 0.70, -2.58], [-0.91, 1.93, -3.09], [0.44, 4.14, -2.94], [-0.63, 6.32, -3.18], [-2.08, 7.22, -1.40], [-2.47, 5.89, 0.65], [-1.44, 3.67, 0.89], [1.48, 1.53, -3.63], [3.71, 2.12, -4.49], [5.37, 3.21, -3.02], [4.78, 3.73, -0.68], [2.54, 3.20, 0.18], [0.39, -2.81, -2.61], [1.34, -3.82, -4.65], [1.17, -2.63, -6.81], [-0.02, -0.46, -6.94], [-1.02, 0.51, -4.93], [-2.70, -2.55, -2.80], [-5.09, -2.81, -3.33], [-6.56, -0.82, -3.42], [-5.65, 1.42, -2.95], [-3.27, 1.69, -2.37], [0.73, -4.69, -0.42], [0.65, -3.33, 0.21], [1.39, -3.01, 1.13], [-0.25, -2.48, -0.29], [0.27, -5.42, 0.25], [1.78, -4.97, -0.53], [0.22, -4.74, -1.38], [-1.63, -4.32, 3.73], [-2.34, -3.82, 2.48], [-1.70, -2.59, 2.03], [-1.02, -1.75, 2.83], [-0.32, -0.73, 2.28], [0.43, 0.07, 3.26], [-0.39, 0.34, 4.50], [-0.69, -0.98, 5.16], [-1.07, -1.97, 4.15], [-1.65, -3.18, 4.73], [-0.60, -4.58, 3.49], [-2.12, -5.19, 4.14], [-3.40, -3.65, 2.69], [-2.28, -4.54, 1.67], [-1.45, -2.55, 1.05], [0.74, 1.00, 2.79], [1.33, -0.48, 3.56], [-1.32, 0.83, 4.22], [0.15, 0.99, 5.19], [-1.52, -0.90, 5.86], [0.17, -1.36, 5.72], [-2.67, -2.98, 5.05], [-1.07, -3.42, 5.61]],
  "s2": 2.017,
  "homo_lumo_gap_ev": [7.57, 8.55],
  "multiplicity": 3,
  "total_energy_ev": -80421.23169,
  "lumo_energy_ev": [-5.3, -5.2],
  "charge": 2,
  "e_homo_ev": [-12.9, -13.7]
}

---

Relative energy (zero: lowest compared OMol25 entry of this formula, charge and spin) readings, ordered: 0.0 80.9 0.0 73.8 kJ/mol